{
  "formula": "C3H9N2O",
  "method": "wB97M-V/def2-TZVPD",
  "total_charge": 1,
  "molar_mass_g_mol": 89.1,
  "total_energy_ha": -304.2056,
  "orbital_gap_ev": 11.0,
  "homo_ev": -14.5663,
  "species": ["O", "C", "N", "C", "N", "C", "H", "H", "H", "H", "H", "H", "H", "H", "H"],
  "positions_angstrom": [[-1.365, 0.942, -0.172], [-0.309, 0.736, -0.715], [0.512, 1.740, -1.104], [0.221, -0.738, -0.718], [0.799, -0.937, 0.663], [-0.233, -1.289, 1.726], [0.014, 2.620, -1.092], [1.369, 1.832, -1.630], [0.962, -0.835, -1.503], [-0.696, -1.277, -0.905], [1.498, -1.673, 0.520], [1.260, -0.081, 0.966], [-0.894, -1.999, 1.231], [0.242, -1.829, 2.537], [-0.736, -0.384, 2.014]]
}

---

{
  "formula": "C3H9N2O2",
  "method": "wB97M-V/def2-TZVPD",
  "total_charge": 0,
  "molar_mass_g_mol": 105.1,
  "total_energy_ha": -379.5822,
  "orbital_gap_ev": [10.4, 7.8],
  "homo_ev": [-9.6003, -9.4838],
  "multiplicity": 2,
  "species": ["C", "N", "O", "H", "H", "H", "C", "N", "C", "O", "H", "H", "H", "H", "H", "H"],
  "positions_angstrom": [[-1.883, 1.127, -0.680], [-2.772, 2.238, -0.595], [-2.199, 0.016, -0.415], [-0.865, 1.405, -1.004], [-2.701, 2.714, 0.292], [-2.553, 2.906, -1.323], [2.563, -0.960, 1.635], [1.654, -0.096, 0.837], [1.451, -0.672, -0.547], [0.799, -1.824, -0.583], [2.568, -1.973, 1.230], [2.201, -1.000, 2.662], [3.567, -0.541, 1.668], [0.719, -0.233, 1.213], [2.468, -0.709, -0.970], [0.974, 0.157, -1.098]]
}

---

{
  "formula": "C3H9N2O2",
  "method": "wB97M-V/def2-TZVPD",
  "total_charge": 1,
  "molar_mass_g_mol": 105.1,
  "total_energy_ha": -379.4813,
  "orbital_gap_ev": 11.1,
  "homo_ev": -14.3852,
  "species": ["C", "N", "C", "N", "H", "H", "H", "H", "H", "H", "H", "O", "C", "O", "H", "H"],
  "positions_angstrom": [[1.795, 1.194, -1.084], [-0.091, 2.191, 1.881], [0.288, 1.620, 0.763], [1.451, 1.816, 0.193], [1.436, 1.816, -1.902], [1.360, 0.199, -1.137], [2.869, 1.054, -1.167], [0.508, 2.807, 2.401], [-0.990, 1.996, 2.285], [-0.368, 0.850, 0.362], [1.886, 2.699, 0.416], [-0.556, -1.320, -0.440], [-0.853, -2.435, -0.739], [-2.065, -2.943, -0.476], [-0.217, -3.137, -1.293], [-2.049, -3.900, -0.660]]
}

---

{
  "formula": "C3H9N2O2P",
  "method": "wB97M-V/def2-TZVPD",
  "total_charge": 0,
  "molar_mass_g_mol": 136.1,
  "total_energy_ha": -720.8813,
  "orbital_gap_ev": [7.5, 7.5],
  "homo_ev": [-7.2661, -7.3552],
  "species": ["C", "C", "C", "N", "N", "O", "O", "P", "H", "H", "H", "H", "H", "H", "H", "H", "H"],
  "positions_angstrom": [[2.559, -1.344, 0.063], [-0.373, 0.293, -1.259], [0.382, -0.563, -0.241], [-1.738, 0.700, 2.244], [-1.539, 0.944, -0.656], [-2.026, 1.162, 3.298], [1.727, -0.586, -0.692], [-1.768, 2.120, 0.509], [3.455, -1.513, -0.410], [2.144, -2.435, 0.239], [2.910, -0.838, 0.879], [0.310, 1.008, -1.596], [-0.867, -0.220, -2.103], [-0.105, -1.597, -0.119], [0.380, -0.107, 0.714], [-2.320, 0.667, -1.194], [-3.132, 2.310, 0.324]]
}